Entry 1:
Here is a structure of composition C32H53FN4O3PtSb from OMol25. Energies are from wB97M-V/def2-TZVPD.

Structure (ORCA input):
```
! wB97M-V def2-TZVPD RIJCOSX def2/J DEFGRID3
* xyz 3 5
Pt 1.02 1.67 1.06
C 1.94 2.87 3.76
C 3.19 2.79 2.88
N 2.88 2.81 1.43
C 2.66 4.13 0.79
C 1.36 4.75 1.24
N 0.23 3.76 1.25
C -0.65 3.84 2.45
C -0.52 2.62 3.36
N 0.83 2.02 3.24
H 2.20 2.58 4.77
H 1.57 3.89 3.83
H 3.87 3.59 3.15
H 3.70 1.85 3.08
H 3.65 2.37 0.94
H 3.48 4.82 1.00
H 2.64 3.94 -0.28
H 1.44 5.17 2.24
H 1.12 5.58 0.58
H -0.32 3.89 0.41
H -0.43 4.76 2.98
H -1.69 3.92 2.13
H -0.75 2.90 4.39
H -1.22 1.85 3.06
H 0.83 1.13 3.71
C -4.38 0.45 -3.99
C -3.28 1.38 -4.47
C -2.85 1.07 -5.89
C -1.76 2.01 -6.35
C -0.59 1.94 -5.41
C 0.69 2.21 -5.85
C 1.77 2.15 -4.97
F 2.98 2.42 -5.44
C 1.61 1.84 -3.65
C 0.32 1.55 -3.18
C 0.14 1.25 -1.78
O 1.16 1.30 -1.01
C -1.17 0.94 -1.36
C -2.21 1.03 -2.29
N -2.06 1.32 -3.56
C -0.77 1.60 -4.06
C -1.58 0.49 -0.01
O -2.72 0.55 0.37
O -0.59 0.02 0.81
H -5.14 0.40 -4.77
H -4.88 0.79 -3.09
H -4.00 -0.57 -3.84
H -3.63 2.41 -4.42
H -3.73 1.16 -6.53
H -2.52 0.03 -5.95
H -2.15 3.03 -6.38
H -1.43 1.77 -7.36
H 0.87 2.47 -6.88
H 2.46 1.81 -2.98
H -3.22 0.82 -1.95
C 0.07 -4.54 -0.46
C -0.17 -3.04 -0.65
C -1.64 -2.80 -1.01
C 0.77 -2.47 -1.71
Sb 0.28 -1.99 1.20
C 2.55 -3.20 2.22
C 3.40 -2.52 1.20
C 2.43 -4.69 2.15
C 2.56 -2.60 3.59
C -1.63 -2.66 3.00
C -1.03 -2.09 4.24
C -2.77 -1.92 2.42
C -1.62 -4.15 2.86
H -0.25 -5.05 -1.38
H -0.50 -4.98 0.35
H 1.12 -4.78 -0.33
H -1.82 -3.28 -1.98
H -1.89 -1.75 -1.12
H -2.32 -3.26 -0.30
H 0.51 -2.92 -2.68
H 1.81 -2.71 -1.52
H 0.69 -1.38 -1.82
H 3.26 -2.92 0.19
H 4.45 -2.70 1.47
H 3.26 -1.44 1.18
H 2.43 -5.08 1.14
H 1.57 -5.08 2.70
H 3.32 -5.12 2.65
H 2.30 -1.54 3.59
H 3.59 -2.67 3.98
H 1.92 -3.14 4.29
H -0.85 -1.02 4.16
H -0.13 -2.61 4.56
H -1.79 -2.23 5.03
H -2.59 -0.85 2.29
H -3.57 -2.01 3.17
H -3.15 -2.35 1.50
H -0.66 -4.61 3.10
H -1.99 -4.49 1.90
H -2.33 -4.51 3.62
*
```

Calculated values
**HOMO level (spin up / spin down)**: -0.553 / -0.577 Eh
**Electronic energy**: -2154.32989 a.u.
**Frontier orbital gap (spin up / spin down)**: 6.63 / 5.23 eV
**Max |F|**: 0.7 eV Å⁻¹
**Lowest unoccupied orbital energy (spin up / spin down)**: -8.42 / -10.48 eV



Entry 2:
Here is a cluster of 3 separate species, C32H53NO14S3 in total from OMol25. Energies are from wB97M-V/def2-TZVPD.

Structure (ORCA input):
```
! wB97M-V def2-TZVPD RIJCOSX def2/J DEFGRID3
* xyz 0 1
C -2.74 1.62 4.89
C -3.60 2.78 4.38
C -4.94 2.44 3.79
C -3.18 4.04 4.49
C -1.73 4.45 4.48
C -1.31 4.77 3.03
C -0.48 3.69 2.32
C -0.14 4.18 0.90
C 0.77 3.26 3.12
C 0.95 1.74 3.18
C 1.58 1.23 1.88
C 2.98 0.59 2.08
O 2.80 -0.55 2.92
C 3.55 -0.59 4.03
O 4.63 -0.07 4.12
C 2.94 -1.38 5.11
C 3.73 -1.94 6.12
C 3.12 -2.70 7.11
C 1.74 -2.93 7.10
C 0.94 -2.36 6.10
C 1.55 -1.60 5.11
C 3.50 0.26 0.69
C 2.70 -0.77 -0.08
C 2.80 -2.20 0.49
C 4.14 -2.63 1.10
C 5.23 -2.92 0.06
C 3.87 -3.95 1.88
C 3.28 -0.79 -1.52
C 2.61 0.19 -2.46
O 2.44 1.48 -1.86
C 1.31 -0.36 -3.09
N 0.24 0.64 -3.14
O 1.29 -0.42 -0.22
S 0.50 0.06 1.06
O 0.16 -1.02 1.93
O -0.63 0.80 0.58
H -3.33 0.72 5.02
H -1.91 1.45 4.21
H -2.29 1.94 5.82
H -5.74 3.04 4.24
H -5.18 1.40 3.98
H -4.95 2.63 2.72
H -3.91 4.83 4.61
H -1.61 5.37 5.06
H -1.10 3.70 4.95
H -0.75 5.70 2.97
H -2.21 4.93 2.44
H -1.10 2.79 2.20
H 0.87 3.95 0.59
H -0.86 3.79 0.18
H -0.25 5.27 0.87
H 0.78 3.69 4.12
H 1.63 3.70 2.61
H -0.01 1.27 3.40
H 1.68 1.56 3.97
H 1.74 2.04 1.18
H 3.60 1.36 2.52
H 4.80 -1.78 6.10
H 3.71 -3.17 7.89
H 1.26 -3.54 7.85
H -0.12 -2.53 6.07
H 0.95 -1.19 4.32
H 3.48 1.20 0.14
H 4.55 -0.01 0.75
H 2.04 -2.36 1.25
H 2.58 -2.92 -0.30
H 4.54 -1.94 1.83
H 6.07 -3.41 0.55
H 4.87 -3.50 -0.78
H 5.63 -1.98 -0.34
H 2.92 -4.39 1.59
H 3.87 -3.77 2.96
H 4.63 -4.69 1.66
H 3.21 -1.78 -1.95
H 4.34 -0.54 -1.46
H 3.30 0.34 -3.30
H 2.54 2.12 -2.57
H 0.98 -1.16 -2.42
H 1.49 -0.83 -4.05
H -0.40 0.41 -3.89
H -0.32 0.57 -2.30
O -0.75 -1.86 -6.98
S -1.34 -2.21 -5.74
O -0.58 -2.75 -4.67
O -2.59 -3.17 -6.03
C -3.79 -2.61 -5.48
C -3.56 -1.11 -5.52
O -2.17 -0.96 -5.18
H -3.90 -2.97 -4.46
H -4.65 -2.91 -6.07
H -4.18 -0.57 -4.81
H -3.71 -0.70 -6.53
O -4.16 0.25 -8.15
S -4.82 0.22 -9.42
O -4.77 1.32 -10.30
O -6.34 -0.20 -9.17
C -6.66 -1.38 -9.92
C -5.35 -2.12 -10.03
O -4.37 -1.09 -10.21
H -7.03 -1.07 -10.90
H -7.43 -1.95 -9.41
H -5.32 -2.81 -10.87
H -5.12 -2.66 -9.11
*
```

Calculated values
**HOMO level**: -0.301 Eh
**Electronic energy**: -3553.72309 a.u.
**Frontier orbital gap**: 8.37 eV
**Max |F|**: 2.0 eV Å⁻¹
**Lowest unoccupied orbital energy**: 0.19 eV
**SMILES**: CC(C)=CCC[C@@H](C)CC[C@H]1[C@@H](OC(=O)c2ccccc2)C[C@](CC(C)C)(C[C@H](O)CN)OS1(=O)=O.O=S1(=O)OCCO1.O=S1(=O)OCCO1



Entry 3:
Here is a structure of composition C32H54BCsF4N8O5PS5 from OMol25. Energies are from wB97M-V/def2-TZVPD.

Structure (ORCA input):
```
! wB97M-V def2-TZVPD RIJCOSX def2/J DEFGRID3
* xyz -1 1
Cs -0.01 0.16 1.12
C 2.33 -1.29 -2.80
N 2.41 -1.22 -1.36
C 2.62 0.12 -0.82
C 2.25 -2.30 -0.54
N 1.97 -2.14 0.72
C 2.41 -3.16 1.58
C 3.76 -3.42 1.60
C 4.31 -4.49 2.33
C 3.49 -5.31 3.04
C 2.10 -5.06 3.09
C 1.28 -5.97 3.82
C -0.07 -5.78 3.86
C -0.64 -4.66 3.25
C 0.11 -3.72 2.58
N -0.53 -2.58 2.09
C -1.34 -1.95 2.89
N -2.42 -1.29 2.35
C -2.75 -1.53 0.95
C -2.88 0.00 2.85
N -1.18 -1.86 4.24
C 0.13 -1.88 4.85
C -2.28 -1.74 5.17
C 1.53 -3.95 2.41
N 2.38 -3.52 -1.20
C 3.66 -3.85 -1.80
C 1.63 -4.67 -0.72
H 1.81 -2.19 -3.11
H 3.33 -1.28 -3.26
H 1.79 -0.41 -3.17
H 1.71 0.71 -0.89
H 3.38 0.64 -1.41
H 2.94 0.05 0.21
H 4.40 -2.78 1.00
H 5.38 -4.66 2.31
H 3.89 -6.16 3.59
H 1.75 -6.81 4.31
H -0.70 -6.49 4.39
H -1.71 -4.49 3.33
H -2.61 -2.58 0.71
H -2.11 -0.96 0.27
H -3.79 -1.24 0.78
H -2.37 0.28 3.76
H -3.96 -0.03 3.04
H -2.69 0.79 2.11
H 0.90 -1.79 4.09
H 0.29 -2.82 5.40
H 0.21 -1.03 5.52
H -3.23 -1.88 4.66
H -2.28 -0.77 5.67
H -2.19 -2.53 5.93
H 4.21 -2.95 -2.03
H 3.51 -4.41 -2.73
H 4.26 -4.46 -1.12
H 0.70 -4.33 -0.26
H 2.19 -5.27 0.01
H 1.38 -5.30 -1.57
C -1.13 -3.26 -3.61
O -1.08 -1.86 -3.86
C -0.89 -1.11 -2.74
O -0.86 -1.57 -1.63
N -0.74 0.19 -3.08
N -0.60 1.15 -2.07
H -1.22 -3.73 -4.58
H -2.00 -3.50 -2.99
H -0.23 -3.60 -3.10
H -0.87 0.46 -4.05
H -1.44 1.71 -2.03
H 0.21 1.75 -2.26
C 3.13 3.71 -4.94
S 3.75 2.43 -3.83
C 4.02 3.38 -2.38
C 3.05 3.86 -1.55
S 1.34 3.70 -1.66
S 3.69 4.80 -0.22
C 5.38 4.72 -0.59
S 6.57 5.37 0.36
S 5.67 3.79 -2.00
H 2.82 3.22 -5.86
H 3.89 4.45 -5.16
H 2.26 4.18 -4.48
C -6.28 1.16 0.02
C -5.62 2.15 0.96
O -4.72 3.04 0.30
P -3.28 2.41 -0.17
O -3.56 2.06 -1.74
C -4.05 3.05 -2.67
C -4.72 2.33 -3.81
O -2.45 3.78 -0.39
C -1.55 4.20 0.67
C -2.29 4.90 1.79
H -6.98 0.53 0.57
H -5.54 0.52 -0.47
H -6.83 1.69 -0.76
H -5.09 1.62 1.76
H -6.37 2.79 1.43
H -3.20 3.64 -3.01
H -4.74 3.72 -2.15
H -4.01 1.67 -4.32
H -5.10 3.05 -4.54
H -5.55 1.72 -3.45
H -0.83 4.84 0.18
H -1.01 3.33 1.05
H -2.86 5.74 1.40
H -1.56 5.26 2.51
H -2.96 4.22 2.32
F 0.30 1.05 3.56
B -0.35 1.96 4.46
F 0.55 2.91 4.88
F -1.42 2.54 3.76
F -0.84 1.20 5.54
*
```

Calculated values
**Energy above the lowest of the compared OMol25 structures with the same formula, charge and spin**: 3.03 kJ/mol
**HOMO level**: -0.169 Eh
**Electronic energy**: -4843.18505 a.u.
**Frontier orbital gap**: 6.27 eV
**Max |F|**: 1.1 eV Å⁻¹
**Lowest unoccupied orbital energy**: 1.67 eV



Entry 4:
Here is a structure of composition C32H54BIrN9Si2Te from OMol25. Energies are from wB97M-V/def2-TZVPD.

Structure (ORCA input):
```
! wB97M-V def2-TZVPD RIJCOSX def2/J DEFGRID3
* xyz 0 2
Ir 0.72 -0.77 0.13
C -2.23 -2.64 1.24
C -1.13 -2.42 2.21
C -1.08 -2.87 3.54
C 0.15 -2.49 4.02
C 0.76 -2.71 5.36
N 0.79 -1.86 3.02
N 0.01 -1.80 1.92
B 2.17 -1.20 2.96
N 2.02 0.30 2.67
N 1.23 0.76 1.64
C 1.08 2.07 1.89
C 0.20 3.03 1.18
C 1.78 2.44 3.03
C 2.36 1.29 3.50
C 3.22 1.10 4.71
N 2.97 -1.83 1.83
N 2.49 -1.86 0.56
C 3.34 -2.64 -0.13
C 3.19 -3.06 -1.54
C 4.38 -3.07 0.70
C 4.10 -2.54 1.94
C 4.86 -2.69 3.21
H -3.19 -2.63 1.75
H -2.13 -3.61 0.74
H -2.23 -1.88 0.46
H -1.85 -3.42 4.07
H 0.07 -3.28 5.99
H 0.98 -1.77 5.86
H 1.69 -3.28 5.29
H 2.73 -1.34 4.00
H -0.16 2.65 0.24
H 0.73 3.96 1.01
H -0.67 3.26 1.81
H 1.84 3.43 3.47
H 3.43 2.07 5.16
H 4.17 0.63 4.44
H 2.74 0.46 5.45
H 2.22 -2.78 -1.91
H 3.28 -4.15 -1.61
H 3.95 -2.62 -2.18
H 5.20 -3.71 0.42
H 5.78 -3.23 3.02
H 4.29 -3.25 3.96
H 5.11 -1.73 3.65
C -0.41 -0.79 -3.83
C 0.86 -0.13 -3.26
C 2.03 -1.05 -3.61
C 1.10 1.17 -4.04
C 0.77 0.20 -1.74
H -0.23 -1.11 -4.85
H -1.26 -0.09 -3.85
H -0.70 -1.66 -3.25
H 2.22 -0.98 -4.69
H 1.79 -2.08 -3.40
H 2.94 -0.76 -3.08
H 1.14 0.96 -5.11
H 2.06 1.61 -3.76
H 0.32 1.91 -3.87
H 1.33 1.13 -1.58
N 0.07 -2.33 -0.89
C 0.07 -3.42 -1.31
C 0.08 -4.69 -1.81
C 0.18 -4.87 -3.22
N 0.27 -5.01 -4.36
C 0.01 -5.79 -0.92
N -0.04 -6.68 -0.19
C -5.16 -0.78 -0.10
Si -4.68 1.03 -0.09
C -5.82 1.95 1.07
C -4.89 1.73 -1.82
C -2.91 1.27 0.50
Te -1.44 0.49 -1.00
C -1.59 2.40 -2.04
Si -0.63 4.06 -2.11
C -1.57 5.26 -1.01
C 1.21 4.10 -1.76
C -0.83 4.69 -3.86
H -6.21 -0.88 -0.38
H -5.03 -1.22 0.89
H -4.57 -1.35 -0.82
H -6.86 1.77 0.81
H -5.65 3.03 1.03
H -5.68 1.63 2.11
H -5.91 1.55 -2.17
H -4.21 1.26 -2.53
H -4.72 2.81 -1.85
H -2.68 0.74 1.43
H -2.66 2.32 0.63
H -2.60 2.68 -1.73
H -1.68 2.06 -3.07
H -1.51 5.03 0.05
H -2.63 5.25 -1.29
H -1.20 6.28 -1.16
H 1.56 3.57 -0.88
H 1.49 5.16 -1.64
H 1.77 3.72 -2.62
H -1.89 4.83 -4.12
H -0.39 4.02 -4.60
H -0.34 5.66 -3.96
*
```

Calculated values
**Energy above the lowest of the compared OMol25 structures with the same formula, charge and spin**: 0.00 kJ/mol
**HOMO level (spin up / spin down)**: -0.264 / -0.285 Eh
**Electronic energy**: -2720.80258 a.u.
**Frontier orbital gap (spin up / spin down)**: 7.18 / 6.75 eV
**Max |F|**: 2.2 eV Å⁻¹
**Lowest unoccupied orbital energy (spin up / spin down)**: -0.02 / -1.00 eV